Record 1
Computed, not measured: a structure of composition C29H30BF4N4OSeTl in a non-equilibrium geometry, with ωB97M-V with the def2-TZVPD basis set.

## Properties
E_LUMO (alpha / beta)   3.60 / 3.60 eV
HOMO energy (alpha / beta)   -0.0339 / -0.0341 hartree
Net charge   -2
Gap between HOMO and LUMO (alpha / beta)   4.52 / 4.53 eV

Each line ends with the Mulliken charge.
Positions of all 71 atoms, in Å:
Tl -0.8505 -0.2699 0.0246  0.96
Se 0.8702 -1.8659 -1.7428  -0.24
F -1.7106 2.7581 -3.6455  -0.37
F -0.5602 1.4860 -2.1037  -0.40
F -1.8007 0.4470 -3.8342  -0.42
F -2.8468 1.4031 -2.0911  -0.37
O -1.7642 -3.0457 3.6227  -0.81
N -1.6381 -2.2362 1.4679  -0.11
N -1.8565 1.4646 1.1385  -0.69
N -3.7516 -1.8264 -0.7851  -0.34
N 0.8876 -1.1099 2.2747  -0.09
C -0.9240 4.7601 2.4015  -0.60
C 4.8377 -0.6243 -2.0287  -0.80
C 1.9298 -0.4238 2.7326  -0.15
C -3.6361 -2.7304 -3.0196  -0.66
C -1.2153 -2.3359 2.7527  -0.08
C 3.7561 0.1205 -4.0111  -1.00
C 0.1777 -1.4342 4.5624  -0.59
C 2.1526 -0.1769 4.0791  -0.86
C -3.9154 -1.7114 -2.1099  -0.04
C -0.9002 3.6552 1.5880  1.16
C 3.6343 -1.9344 -0.2674  -1.34
C 1.2872 -0.7495 5.0122  -0.32
C -3.0255 -3.8381 -2.4951  -0.20
C -3.6687 1.5455 3.1875  -1.34
C 1.2586 -0.1274 -4.2999  -1.39
C -2.7521 -3.9508 -1.1173  -0.61
C -2.7103 2.6785 2.9736  0.86
C 4.9652 -0.0133 -3.2843  0.51
C -3.1405 -2.9202 -0.2701  0.77
C 3.6591 -1.1506 -1.5236  0.87
C 6.3211 0.3735 -3.8634  -1.36
C 2.5497 -0.3190 -3.5417  0.97
C -1.7720 4.8421 3.4949  -0.52
C -2.6604 3.8061 3.7862  -0.73
C 2.4818 -1.0073 -2.2999  0.30
C -2.8637 -2.9254 1.2034  -0.91
C -1.8114 2.5177 1.8502  -0.02
C -0.1128 3.7131 0.3117  -1.08
C 0.0155 -1.5830 3.1507  0.64
B -1.7586 1.5419 -2.9285  0.62
H -2.7365 -4.6869 -3.1268  0.33
H 5.7327 -0.7682 -1.4373  0.31
H -2.3122 -4.8836 -0.7514  0.34
H 0.8741 3.2752 0.4450  0.20
H -1.6928 5.6599 4.2155  0.28
H -3.7864 -2.5962 1.7389  0.25
H -4.5108 1.8647 3.8344  0.37
H 3.7637 0.7314 -4.9243  0.20
H 2.6000 -0.0311 1.9705  0.49
H 1.4047 0.3229 -5.3166  0.30
H 3.3484 -2.9791 -0.5213  0.34
H 0.0173 4.7734 0.0592  0.41
H 3.0473 0.3661 4.3531  0.39
H 1.4524 -0.6458 6.0688  0.39
H -3.8478 -2.5861 -4.0749  0.35
H -0.6972 3.2378 -0.5500  0.00
H -3.2138 0.7057 3.6890  0.17
H 0.5434 0.4935 -3.6972  0.16
H -4.0118 1.0479 2.2635  0.20
H -3.3428 3.9423 4.6313  0.32
H 2.8301 -1.6152 0.4101  0.01
H -2.7073 -3.9992 1.5175  0.27
H 6.2772 0.8858 -4.8305  0.32
H 0.6644 -1.0340 -4.4947  0.30
H -4.3128 -0.7340 -2.3984  0.34
H 7.0272 -0.4469 -3.9159  0.29
H 4.5792 -1.9588 0.2791  0.37
H -0.2911 5.6292 2.2032  0.32
H -0.5945 -1.8907 5.1841  0.42
H 6.7577 1.1167 -3.1759  0.32

Record 2
Computed, not measured: a structure of composition C16H13F5O4S, with ωB97M-V with the def2-TZVPD basis set.

## Properties
E_LUMO   0.26 eV
HOMO energy   -0.3706 hartree
Energy relative to the best compared isomer or geometry (same formula, charge and spin)   0.0 kJ/mol
Gap between HOMO and LUMO   10.35 eV

Each line ends with the natural charge from an NBO analysis.
Positions of all 39 atoms, in Å:
S 2.6683 3.1988 -0.5524  2.56
F -4.9904 2.0109 -0.1144  -0.32
F -4.2277 2.8507 -1.9797  -0.32
F -3.4235 3.5312 -0.0716  -0.32
F 0.8724 -0.0638 -3.1623  -0.34
F 0.5686 2.1057 -2.9862  -0.31
O 2.5863 2.1336 0.6232  -0.68
O 1.4144 3.8612 -0.6686  -0.91
O 3.8867 3.9073 -0.4830  -0.87
O 2.7702 2.0991 -1.6934  -0.66
C -3.8678 2.4384 -0.7363  0.97
C -0.3622 -3.4082 2.1876  -0.17
C -0.6469 0.6940 -1.5495  -0.12
C 0.0475 -2.2244 2.7858  -0.22
C 2.1868 -2.4193 1.7042  -0.23
C 0.4994 -4.0935 1.3415  -0.23
C 1.6654 1.1282 0.1738  -0.12
C -1.9959 -0.8028 -0.2500  -0.20
C -1.6347 1.6537 -1.4877  -0.18
C -2.9943 0.1556 -0.1840  -0.19
C -0.8275 -0.5347 -0.9330  -0.18
C 0.6499 0.9615 -2.2632  0.67
C 1.9211 1.0065 -1.3566  0.00
C 1.7741 -3.5992 1.0995  -0.21
C 1.3215 -1.7291 2.5433  -0.23
C -2.8089 1.3716 -0.8025  -0.07
H -1.3542 -3.7966 2.3799  0.21
H -0.6266 -1.6829 3.4369  0.22
H -3.9104 -0.0488 0.3490  0.24
H 0.1796 -5.0160 0.8746  0.22
H 1.8883 0.1962 0.6812  0.23
H 2.4491 -4.1388 0.4479  0.22
H 0.6506 1.4283 0.4177  0.22
H 3.1863 -2.0410 1.5270  0.22
H 2.4828 0.1043 -1.5817  0.23
H 1.6413 -0.8063 3.0115  0.22
H -1.4868 2.6146 -1.9593  0.25
H -2.1075 -1.7650 0.2281  0.23
H -0.0451 -1.2812 -0.9974  0.23

Record 3
Computed, not measured: a structure of composition C16H16N2O5 in a non-equilibrium geometry, with ωB97M-V with the def2-TZVPD basis set.

## Properties
E_LUMO   -1.04 eV
HOMO energy   -0.2587 hartree
Energy relative to the best compared isomer or geometry (same formula, charge and spin)   1683.5 kJ/mol
Gap between HOMO and LUMO   6.00 eV

Each line ends with the natural charge from an NBO analysis.
Positions of all 39 atoms, in Å:
O -1.2468 -2.4539 0.1627  -0.70
O -0.6302 -4.2685 1.4482  -0.57
O 1.6159 1.3830 1.2800  -0.42
O 2.7465 -0.1129 -1.7786  -0.58
O -3.0833 2.2647 -0.0876  -0.44
N 0.6184 0.2665 -1.2636  -0.29
N -0.5342 -0.3219 -0.9622  -0.27
C 1.0892 1.6351 -1.0163  -0.10
C -1.2014 1.0229 -0.5665  0.13
C 0.9328 -2.7117 0.7616  -0.51
C 3.5060 2.2173 1.6781  -0.24
C -2.6086 0.9367 -0.3611  0.23
C -0.4005 2.3040 -0.6869  -0.46
C 3.1993 2.5797 0.1929  -0.31
C 2.6371 1.5106 2.2579  0.04
C 1.7275 -0.7592 -1.5535  0.70
C 1.9607 1.6191 0.1318  0.38
C 1.7093 -2.8741 -0.4536  -0.43
C -3.5880 -0.0886 0.0932  -0.23
C -4.6871 0.4185 0.3694  -0.28
C -4.4991 1.8670 0.3863  0.08
C 1.2340 -2.1445 -1.7052  -0.50
C -0.3046 -3.2123 0.8563  0.75
H 1.6610 -3.9528 -0.2244  0.25
H -3.4587 -1.0132 0.0391  0.22
H -0.4958 2.8356 0.3428  0.28
H 3.6661 2.7856 -0.5862  0.18
H 1.4407 1.9201 -1.9160  0.24
H 1.3335 -3.0488 1.9604  0.26
H -5.7027 0.1057 0.4561  0.25
H -5.1114 2.8192 0.6245  0.22
H -1.0361 -1.7170 -0.2088  0.48
H 2.4631 1.1692 3.0656  0.17
H 2.7606 -2.6041 -0.1308  0.24
H 0.2598 -2.0768 -1.7449  0.24
H 0.7525 -1.5397 1.0655  0.22
H -0.7629 2.9732 -1.8094  0.26
H 4.5282 2.6481 2.0212  0.23
H 1.8556 -2.5992 -2.6235  0.26